{"formula": "C42H92N6O9", "method": "ωB97M-V with the def2-TZVPD basis set", "fmax_ev_per_a": 2.97, "multiplicity": 1, "charge": 2, "gap_ha": 0.21028, "lumo_ha": -0.148, "homo_energy_ev": -9.8, "species": ["N", "O", "O", "O", "C", "C", "C", "N", "C", "C", "C", "C", "C", "H", "H", "H", "H", "H", "H", "H", "H", "H", "H", "H", "H", "H", "H", "H", "H", "H", "H", "C", "C", "C", "N", "C", "C", "C", "C", "C", "H", "H", "H", "H", "H", "H", "H", "H", "H", "H", "H", "H", "H", "H", "H", "H", "H", "H", "C", "C", "C", "N", "C", "C", "C", "C", "C", "H", "H", "H", "H", "H", "H", "H", "H", "H", "H", "H", "H", "H", "H", "H", "H", "H", "H", "C", "C", "C", "N", "C", "C", "C", "C", "C", "H", "H", "H", "H", "H", "H", "H", "H", "H", "H", "H", "H", "H", "H", "H", "H", "H", "H", "C", "C", "C", "N", "C", "C", "C", "C", "C", "H", "H", "H", "H", "H", "H", "H", "H", "H", "H", "H", "H", "H", "H", "H", "H", "H", "H", "O", "C", "O", "O", "H", "O", "C", "O", "O", "H"], "coordinates": [[-0.8080, 0.0208, -1.3080], [-0.9784, 0.3859, -0.0839], [0.2735, -0.4717, -1.6841], [-1.7213, 0.2344, -2.1541], [-0.2477, -0.8778, 3.6228], [0.7901, 0.0823, 4.2105], [2.0571, -0.5363, 4.8398], [2.0791, -0.6625, 6.3358], [2.1376, 0.6903, 6.9749], [3.2209, -1.5565, 6.8302], [2.7838, -1.9667, 8.2445], [1.2537, -1.9254, 8.2335], [0.8893, -1.4374, 6.8342], [0.0706, -1.9189, 3.5227], [-0.5637, -0.5533, 2.6309], [-1.1142, -0.9532, 4.2865], [0.4312, 1.0076, 4.6606], [1.3147, 0.4932, 3.3406], [2.9626, -0.0288, 4.5208], [2.0665, -1.5561, 4.4508], [2.4800, 0.5395, 7.9950], [1.1843, 1.2073, 6.9593], [2.8848, 1.2495, 6.4155], [4.1273, -0.9585, 6.7950], [3.2034, -2.3869, 6.1291], [3.2669, -1.3224, 8.9825], [3.2479, -2.9070, 8.5461], [0.8194, -1.2886, 9.0032], [0.7247, -2.8738, 8.3205], [0.0264, -0.7876, 6.7115], [0.8573, -2.3015, 6.1685], [7.2637, -1.3841, -0.2624], [5.8065, -1.3020, 0.1622], [5.1143, -0.0246, -0.3161], [3.7728, 0.2527, 0.3763], [2.7640, -0.8835, 0.2385], [3.9619, 0.5008, 1.8800], [3.3768, 1.8937, 2.1566], [3.5584, 2.5851, 0.8211], [3.1885, 1.5255, -0.1756], [7.8457, -0.6628, 0.3143], [7.4307, -1.0576, -1.2908], [7.5903, -2.4117, -0.1334], [5.7932, -1.3030, 1.2582], [5.1829, -2.1217, -0.1933], [4.9465, -0.0620, -1.3972], [5.6273, 0.9057, -0.0621], [1.9210, -0.6330, 0.8694], [3.2908, -1.8171, 0.4179], [2.5558, -0.9346, -0.8280], [3.4860, -0.3695, 2.3238], [5.0149, 0.5174, 2.1546], [2.3206, 1.8507, 2.4441], [3.8211, 2.3752, 3.0287], [2.9447, 3.4788, 0.6761], [4.5475, 3.0547, 0.8379], [2.1051, 1.4107, -0.2180], [3.5708, 1.7173, -1.1728], [-5.0793, -4.1579, -2.0380], [-4.4580, -3.6103, -0.7562], [-3.2457, -4.4788, -0.4484], [-2.6677, -4.2559, 0.9497], [-2.4087, -2.7858, 1.2254], [-1.4555, -5.1227, 1.1470], [-1.9269, -6.4540, 1.6453], [-3.3887, -6.3002, 2.1188], [-3.6375, -4.8026, 2.0287], [-4.3232, -4.5303, -2.7356], [-5.5727, -3.3604, -2.5935], [-5.7246, -5.0090, -1.8287], [-5.2419, -3.6036, 0.0060], [-4.0658, -2.5940, -0.8444], [-2.4150, -4.1809, -1.0943], [-3.4707, -5.5265, -0.6440], [-1.8491, -2.7111, 2.1490], [-3.4357, -2.4554, 1.3596], [-1.9176, -2.3770, 0.3470], [-0.8567, -4.6203, 1.9106], [-0.7949, -5.1642, 0.2719], [-1.3106, -6.9044, 2.4195], [-2.0424, -7.2341, 0.8908], [-3.5510, -6.7528, 3.0949], [-4.0835, -6.8245, 1.4623], [-3.1400, -4.2702, 2.8459], [-4.6531, -4.4437, 1.9113], [-1.2590, 1.9661, -4.6601], [-0.4575, 3.2163, -4.9441], [0.7694, 2.6957, -5.6621], [1.8691, 3.6413, -5.9378], [2.1978, 4.5122, -4.7660], [1.5698, 4.5807, -7.1297], [2.9243, 5.0529, -7.6541], [3.9109, 3.9400, -7.2715], [3.0773, 2.9548, -6.4919], [-2.1553, 2.0803, -4.0530], [-0.7064, 1.2433, -4.0546], [-1.4320, 1.4538, -5.6103], [-0.0896, 3.6235, -3.9978], [-0.9736, 3.9811, -5.5255], [0.4471, 2.2961, -6.6326], [1.2036, 1.8000, -5.2143], [1.3955, 5.2105, -4.5564], [3.0446, 5.1105, -5.0979], [2.5067, 3.8537, -3.9551], [0.9484, 5.4070, -6.7867], [0.9991, 3.9828, -7.8366], [3.2778, 5.9472, -7.1494], [2.8836, 5.1479, -8.7372], [4.6900, 4.3569, -6.6337], [4.4361, 3.4101, -8.0640], [3.5665, 2.6192, -5.5703], [2.7403, 2.0628, -7.0148], [-3.5032, 2.0966, 3.1063], [-3.5768, 1.8393, 1.5819], [-4.8477, 2.3260, 0.9191], [-4.9253, 1.9757, -0.5429], [-4.8980, 0.4795, -0.6993], [-6.2572, 2.5358, -1.0385], [-5.9443, 3.3630, -2.2872], [-4.4547, 3.6672, -2.2144], [-3.8153, 2.5766, -1.3844], [-2.5357, 1.7269, 3.4469], [-4.2389, 1.5084, 3.6589], [-3.5578, 3.1615, 3.3210], [-3.2502, 0.8188, 1.3973], [-2.7821, 2.5134, 1.2439], [-4.9547, 3.4042, 1.0110], [-5.6681, 1.8369, 1.4509], [-3.8719, 0.1368, -0.5871], [-5.2299, 0.3017, -1.7213], [-5.6226, 0.0537, -0.0100], [-6.9920, 1.7401, -1.1045], [-6.6002, 3.2278, -0.2710], [-6.1757, 2.7230, -3.1444], [-6.6019, 4.2202, -2.3996], [-3.9937, 4.0173, -3.1381], [-4.3377, 4.6325, -1.6966], [-3.4025, 1.7764, -1.9947], [-3.0661, 2.9455, -0.6936], [-0.1802, -3.3679, -2.3956], [0.3695, -4.5578, -1.9190], [-0.1147, -5.6451, -2.2817], [1.1864, -4.4077, -0.9331], [0.2659, -2.8183, -1.7104], [1.1978, 1.2355, -3.1646], [2.5027, 0.7934, -3.0573], [3.3766, 1.5441, -3.5580], [2.6832, -0.2785, -2.4211], [0.6273, 0.5401, -2.8075]], "forces_ev_per_angstrom": [[-0.60, 0.63, 0.34], [0.05, -0.72, -1.20], [-1.53, -0.31, 1.37], [0.51, -0.25, 1.07], [-0.72, -0.12, 0.88], [1.78, 0.23, -1.45], [-1.02, -0.66, 0.31], [-0.21, -0.10, 0.24], [0.72, -0.39, -0.03], [-0.68, 0.65, 0.08], [1.00, -0.15, 0.20], [-0.86, 0.19, -0.11], [0.44, 0.22, -0.46], [0.55, 0.18, -0.04], [-0.08, 0.12, 0.08], [-0.19, 0.16, -0.18], [-0.33, -0.34, 0.46], [-0.45, 0.10, -0.25], [0.07, 0.15, 0.26], [0.41, -0.03, 0.08], [-0.13, 0.25, 0.06], [-0.11, -0.18, -0.12], [-0.02, 0.20, 0.18], [0.21, -0.32, -0.14], [0.43, -0.07, 0.04], [-0.54, 0.45, -0.06], [-0.42, -0.34, -0.46], [0.25, 0.11, 0.03], [0.48, -0.23, 0.35], [-0.22, -0.31, 0.17], [-0.42, 0.11, -0.07], [-0.26, 0.48, -0.35], [-0.68, 0.87, 0.34], [-0.27, 0.30, 0.26], [-0.16, -0.74, 0.41], [1.40, 0.02, -0.93], [0.06, 0.20, -0.46], [-0.88, -0.50, 0.67], [-0.05, 1.56, 0.74], [0.50, 0.27, -0.20], [0.17, -0.36, 0.28], [-0.23, -0.38, -0.16], [0.43, 0.14, 0.02], [-0.12, -0.30, -0.03], [0.40, -0.26, -0.04], [-0.33, 0.07, 0.19], [0.60, -0.23, -0.20], [-0.20, -0.27, -0.02], [-0.30, -0.03, 0.82], [-0.73, 0.25, 0.09], [0.04, 0.27, 0.50], [0.10, -0.20, -0.32], [-0.08, -0.16, -0.44], [0.49, 0.05, -0.26], [-0.39, -0.27, 0.20], [0.35, -0.74, -0.74], [0.03, -0.08, -0.06], [-0.02, -0.18, -0.14], [0.49, 0.35, -0.64], [0.36, -0.19, -0.06], [0.50, 0.83, 0.25], [-1.04, -1.29, -0.25], [-1.03, -1.63, -0.75], [1.13, 0.46, 0.10], [-1.22, -1.75, -0.19], [-0.27, 0.47, -0.23], [1.73, 0.75, 0.63], [0.16, 0.07, 0.17], [-0.46, -0.24, 0.14], [-0.27, 0.21, -0.01], [0.23, -0.07, 0.23], [-0.40, 0.10, -0.35], [-0.12, -0.24, -0.34], [0.27, -0.14, 0.55], [0.17, 0.09, -0.07], [0.26, 0.92, -0.01], [0.14, 0.32, 0.18], [-0.08, -0.02, 0.07], [-0.31, 0.12, -0.23], [0.22, 0.36, 0.01], [0.85, 0.31, -0.39], [-0.06, 0.49, 0.21], [0.11, 0.02, -0.15], [-0.78, -0.42, 0.74], [0.02, 0.01, -0.27], [-0.19, -0.81, 0.07], [1.18, -0.31, 0.94], [-0.23, -1.13, -1.32], [-0.46, 2.05, -1.73], [0.95, -0.32, -0.53], [-0.35, 0.20, 0.66], [0.12, -0.70, -0.29], [0.05, -0.22, 0.41], [0.71, -1.17, 2.25], [-0.34, 0.40, -0.51], [0.11, 0.47, -0.41], [-0.62, 0.01, 0.12], [-0.39, 0.23, 0.03], [-0.11, -0.02, 0.04], [0.08, 0.36, -0.18], [-0.04, 0.55, 0.68], [-0.25, -0.33, 0.15], [0.13, 0.00, 0.27], [-0.21, 0.08, 0.19], [-0.11, -0.11, 0.00], [0.17, 0.01, -0.14], [-0.38, 0.38, -0.43], [-0.05, 0.51, 0.09], [0.02, -0.09, 0.00], [-0.24, 0.26, -0.29], [0.24, -0.49, -0.35], [-0.07, 0.19, -0.29], [-0.27, -0.67, -0.45], [1.35, 1.45, 0.80], [0.52, -0.92, 0.69], [-0.81, -0.34, 0.41], [-0.22, 0.54, -0.58], [0.30, 1.17, 0.39], [-0.39, -1.58, -0.99], [-0.34, 2.25, 0.84], [0.04, 0.02, -0.44], [0.10, 0.15, -0.01], [-0.22, 0.34, 0.07], [-0.23, -0.04, 0.22], [-0.34, -0.01, -0.41], [0.22, -0.56, -0.44], [0.06, 0.04, 0.00], [-0.40, 0.17, -0.49], [-0.06, -0.13, 0.12], [0.13, -0.25, 0.00], [0.17, -0.14, 0.12], [0.09, -0.08, -0.32], [-0.05, -0.17, 0.14], [0.22, 0.12, -0.17], [0.15, 0.15, 0.26], [0.10, -1.20, -0.39], [-0.23, -0.25, 0.54], [0.20, -0.03, 0.20], [0.23, -0.11, -0.23], [0.66, 0.02, 0.98], [-0.31, -1.98, 2.20], [0.06, 1.05, -0.52], [-0.64, 0.62, -0.98], [-0.31, 0.48, -1.04], [0.90, 1.04, -0.65], [0.71, -0.73, 0.45], [-0.58, 0.15, 0.14], [0.42, 1.08, -1.23], [0.21, -0.59, 0.19]]}